# C2H4N2O

A single C2H4N2O molecule (ωB97M-V/def2-TZVPD, the Open Molecules 2025 dataset).

Calculated values
Calculated total energy = -263.30842 Ha
HOMO level = -0.34399 Ha
Lowest unoccupied orbital energy = 0.037 Ha
Relative energy (zero: lowest compared OMol25 entry of this formula, charge and spin) = 144.02 kJ/mol

Structure (ORCA input):
```
! RIJCOSX wB97M-V def2-TZVPD def2/J DEFGRID3
* xyz 0 1
N -1.322 0.197 1.847
C -0.735 -0.334 0.860
N 0.132 0.414 0.067
C 0.740 -0.137 -0.999
O 1.490 0.825 -1.552
H -1.912 -0.488 2.314
H -0.810 -1.368 0.513
H 0.263 1.389 0.338
H 1.925 0.434 -2.320
*
```

Table of natural (NBO) atomic charges, one value per atom, all in e: -0.66 0.28 -0.65 0.29 -0.69 0.35 0.18 0.40 0.50



# C8H32N2O7

7 unconnected molecules or ions with the total composition C8H32N2O7 at a distorted geometry (ωB97M-V/def2-TZVPD, the Open Molecules 2025 dataset).

Calculated values
Calculated total energy = -960.12068 Ha
HOMO level = -0.34435 Ha
Lowest unoccupied orbital energy = 0.019 Ha
Relative energy (zero: lowest compared OMol25 entry of this formula, charge and spin) = 127.32 kJ/mol

Structure (ORCA input):
```
! RIJCOSX wB97M-V def2-TZVPD def2/J DEFGRID3
* xyz 0 1
C -1.611 -3.472 -1.471
C -1.994 -2.220 -2.296
C -0.740 -1.554 -2.844
O -0.018 -0.909 -1.841
C 1.334 -0.598 -2.117
N -2.940 -2.467 -3.379
H -1.057 -3.207 -0.640
H -1.178 -4.235 -2.116
H -2.630 -3.798 -1.164
H -2.402 -1.401 -1.615
H -1.141 -0.916 -3.620
H -0.060 -2.336 -3.368
H 1.325 0.175 -2.873
H 1.906 -1.428 -2.615
H 1.780 -0.316 -1.195
H -3.679 -3.091 -3.080
H -3.360 -1.586 -3.758
C 0.151 3.312 -1.635
C -0.006 4.292 -0.483
C 0.373 3.726 0.852
O -0.670 2.780 1.325
C -0.344 2.292 2.578
N 0.862 5.526 -0.812
H -0.511 2.416 -1.534
H 1.178 2.893 -1.639
H 0.000 3.816 -2.641
H -1.070 4.669 -0.436
H 0.407 4.571 1.540
H 1.301 3.204 0.923
H -1.143 1.618 2.934
H -0.282 3.139 3.302
H 0.610 1.692 2.655
H 0.960 6.051 0.051
H 0.326 5.968 -1.565
O 3.110 -3.463 2.036
H 2.488 -3.448 1.318
H 2.727 -4.043 2.658
O 2.841 -0.395 3.977
H 3.137 -1.357 3.991
H 2.637 -0.046 4.835
O -1.646 -0.193 0.543
H -1.635 0.753 0.598
H -1.209 -0.432 -0.290
O 0.431 -4.215 3.350
H 0.636 -3.288 3.440
H 0.295 -4.195 2.400
O 0.236 -1.860 1.846
H 0.718 -1.195 2.359
H -0.444 -1.229 1.515
*
```

Table of natural (NBO) atomic charges, one value per atom, all in e: -0.61 -0.05 -0.06 -0.57 -0.24 -0.85 0.22 0.21 0.20 0.16 0.16 0.16 0.17 0.17 0.20 0.37 0.37 -0.62 -0.08 -0.07 -0.56 -0.26 -0.84 0.22 0.21 0.21 0.18 0.17 0.19 0.20 0.16 0.17 0.36 0.36 -0.95 0.47 0.48 -0.97 0.50 0.48 -0.98 0.49 0.50 -0.94 0.48 0.47 -1.00 0.47 0.50



# C14H24I2InO4S2Sc

A molecular structure, C14H24I2InO4S2Sc at a distorted geometry (ωB97M-V/def2-TZVPD, the Open Molecules 2025 dataset).

Calculated values
Calculated total energy = -3189.73287 Ha
HOMO level (alpha / beta) = -0.78263 / -0.77693 Ha
Lowest unoccupied orbital energy (alpha / beta) = -0.593 / -0.590 Ha

Structure (ORCA input):
```
! RIJCOSX wB97M-V def2-TZVPD def2/J DEFGRID3
* xyz 4 1
I 0.468 3.657 -0.291
I -1.441 1.402 -3.673
Sc -1.124 0.127 -1.179
In 0.816 -1.334 0.557
S -1.675 2.696 -0.740
S 1.443 0.086 -1.364
C -1.951 -1.183 0.607
C -3.038 3.082 0.428
C 2.480 -1.164 -2.446
C -4.218 3.342 -0.506
C -3.219 1.891 1.353
C -2.680 4.341 1.203
C 2.215 -0.742 -3.880
C 2.101 -2.611 -2.215
C 3.903 -0.826 -2.018
C -3.195 -0.993 -0.552
C -1.475 -1.891 -2.198
O -2.281 -1.665 1.656
O -4.272 -1.488 -0.552
O -1.694 -2.918 -2.676
H -4.449 2.459 -1.106
H -3.974 4.162 -1.193
H -5.095 3.619 0.081
H -3.492 0.987 0.794
H -4.025 2.119 2.064
H -2.287 1.693 1.899
H -1.827 4.173 1.867
H -3.553 4.608 1.816
H -2.450 5.183 0.538
H 2.793 -1.400 -4.539
H 2.519 0.297 -4.062
H 1.154 -0.824 -4.143
H 2.662 -3.188 -2.960
H 1.032 -2.779 -2.397
H 2.356 -2.961 -1.201
H 4.601 -1.511 -2.504
H 4.045 -0.915 -0.935
H 4.162 0.197 -2.311
C 3.233 -2.988 3.856
C 2.441 -1.992 3.097
C 1.703 -0.933 3.803
O 2.444 -2.089 1.829
H 3.310 -2.670 4.898
H 4.232 -3.089 3.421
H 2.763 -3.977 3.801
H 1.921 0.073 3.421
H 0.613 -1.101 3.800
H 2.002 -0.963 4.852
*
```

Table of natural (NBO) atomic charges, one value per atom, all in e: 0.40 0.44 0.68 1.43 0.03 -0.27 0.24 -0.08 0.06 -0.64 -0.61 -0.65 -0.66 -0.65 -0.67 0.43 0.48 -0.25 -0.17 -0.25 0.21 0.25 0.29 0.17 0.30 0.22 0.23 0.29 0.26 0.30 0.25 0.21 0.31 0.20 0.21 0.29 0.22 0.25 -0.74 0.73 -0.77 -0.72 0.28 0.31 0.31 0.28 0.27 0.31



# C26H31F6NO19

8 unconnected molecules or ions with the total composition C26H31F6NO19 at a distorted geometry (ωB97M-V/def2-TZVPD, the Open Molecules 2025 dataset).

Calculated values
Calculated total energy = -3092.89719 Ha
HOMO level = -0.31656 Ha
Lowest unoccupied orbital energy = 0.011 Ha

Structure (ORCA input):
```
! RIJCOSX wB97M-V def2-TZVPD def2/J DEFGRID3
* xyz 0 1
C 0.989 3.866 -4.768
C 1.484 3.917 -3.333
C 0.327 4.519 -2.501
O -0.898 4.126 -3.269
C -0.557 3.970 -4.648
H 1.302 2.966 -5.234
H 1.363 4.711 -5.283
H 2.354 4.523 -3.076
H 1.574 2.916 -2.960
H 0.355 5.618 -2.513
H 0.249 4.083 -1.525
H -0.942 4.760 -5.242
H -1.006 3.083 -5.082
N 1.581 -1.556 -4.321
C 0.860 -2.626 -4.755
C 0.340 -2.320 -5.988
C 0.693 -1.005 -6.282
C 1.493 -0.573 -5.251
H 2.021 -1.499 -3.417
H 0.881 -3.573 -4.240
H -0.271 -3.024 -6.536
H 0.548 -0.537 -7.226
H 2.059 0.323 -5.007
C -1.219 -0.716 5.959
C -0.178 -1.745 5.601
O -0.451 -2.150 4.310
C -1.673 -1.634 3.933
O -2.116 -1.787 2.866
O -2.265 -0.950 4.956
F -0.188 -2.836 6.376
H -0.870 0.301 5.743
H -1.585 -0.649 6.989
H 0.819 -1.336 5.665
C 0.609 -0.374 1.501
C -0.356 -0.189 0.284
O 0.193 -0.909 -0.766
C 1.539 -0.999 -0.524
O 2.335 -1.384 -1.308
O 1.828 -0.639 0.736
F -0.238 1.145 -0.030
H 0.284 -1.200 2.203
H 0.685 0.655 1.941
H -1.348 -0.468 0.401
C -3.468 1.995 2.133
C -2.389 2.717 1.436
O -1.249 2.614 2.261
C -1.668 2.343 3.514
O -1.020 2.438 4.537
O -2.951 2.036 3.512
F -2.574 4.065 1.370
H -3.677 0.953 1.788
H -4.302 2.655 2.092
H -2.028 2.361 0.498
C 3.561 -0.651 3.610
C 3.870 0.797 3.555
O 4.668 1.005 4.695
C 4.448 0.040 5.616
O 4.839 0.001 6.716
O 3.699 -0.942 4.993
F 2.764 1.478 3.760
H 4.332 -1.275 3.182
H 2.561 -0.973 3.354
H 4.370 1.034 2.655
C -0.296 -4.322 0.152
C -0.531 -4.732 1.613
O 0.584 -4.105 2.228
C 1.612 -3.952 1.284
O 2.735 -3.614 1.659
O 1.113 -4.164 0.048
F -0.395 -6.098 1.902
H -0.788 -3.419 -0.159
H -0.570 -5.093 -0.577
H -1.433 -4.384 2.106
C -1.880 -0.119 -3.215
C -3.253 0.069 -3.928
O -4.074 0.575 -2.856
C -3.494 0.294 -1.658
O -3.955 0.536 -0.578
O -2.227 -0.152 -1.834
F -3.726 -1.101 -4.285
H -1.122 0.615 -3.411
H -1.392 -1.096 -3.439
H -3.299 0.772 -4.708
*
```

Table of Löwdin atomic charges, one value per atom, all in e: -0.14 -0.16 -0.13 -0.16 -0.20 0.08 0.09 0.11 0.09 0.12 0.10 0.10 0.10 0.02 -0.15 -0.13 -0.12 -0.15 0.11 0.11 0.10 0.08 0.11 0.00 -0.35 0.12 -0.55 0.18 0.08 0.10 0.12 0.15 0.16 0.01 -0.30 0.12 -0.54 0.18 0.07 0.05 0.13 0.15 0.13 0.00 -0.32 0.12 -0.56 0.13 0.09 0.08 0.14 0.14 0.14 -0.07 -0.35 0.15 -0.54 0.21 0.05 0.12 0.15 0.12 0.16 -0.04 -0.24 0.08 -0.47 0.14 0.08 0.04 0.13 0.15 0.16 -0.02 -0.28 0.14 -0.51 0.15 0.03 0.12 0.12 0.14 0.15



# C17H47O7

7 unconnected molecules or ions with the total composition C17H47O7 at a distorted geometry (ωB97M-V/def2-TZVPD, the Open Molecules 2025 dataset).

Calculated values
Calculated total energy = -1202.40670 Ha
HOMO level = -0.07623 Ha
Lowest unoccupied orbital energy = 0.087 Ha
Relative energy (zero: lowest compared OMol25 entry of this formula, charge and spin) = 160.69 kJ/mol

Structure (ORCA input):
```
! RIJCOSX wB97M-V def2-TZVPD def2/J DEFGRID3
* xyz -1 1
C 0.316 -1.196 -1.615
C -0.720 -0.412 -0.683
C -0.147 -0.396 0.751
O -1.207 0.837 -1.057
H 1.276 -0.687 -1.520
H 0.049 -1.156 -2.671
H 0.527 -2.226 -1.329
H -1.612 -1.037 -0.736
H 0.064 -1.374 1.184
H -0.802 -0.023 1.538
H 0.755 0.215 0.779
C 6.495 1.296 -5.986
C 5.885 0.187 -6.821
C 6.362 -1.205 -6.415
O 4.484 0.239 -6.667
H 6.209 2.284 -6.348
H 7.561 1.310 -6.213
H 6.166 1.032 -4.981
H 6.170 0.305 -7.867
H 6.509 -1.220 -5.335
H 7.358 -1.230 -6.857
H 5.654 -1.999 -6.651
H 4.114 -0.488 -7.172
C -8.472 -5.975 -3.585
C -7.954 -4.676 -2.885
C -6.675 -4.774 -2.017
O -7.617 -3.804 -3.931
H -7.594 -6.370 -4.097
H -9.312 -5.775 -4.250
H -8.870 -6.668 -2.844
H -8.653 -4.125 -2.257
H -5.823 -5.296 -2.453
H -6.892 -5.269 -1.070
H -6.487 -3.785 -1.600
H -7.446 -4.230 -4.774
C -4.431 2.290 5.702
C -4.901 1.556 6.993
C -3.889 0.659 7.603
O -5.483 2.449 7.879
H -3.350 2.428 5.724
H -4.807 3.298 5.531
H -4.744 1.866 4.747
H -5.731 0.929 6.666
H -4.321 -0.189 8.136
H -3.117 1.090 8.240
H -3.397 0.131 6.786
H -5.342 2.233 8.803
C 5.135 5.858 1.163
C 5.612 4.573 0.432
C 6.323 3.628 1.315
O 4.588 3.859 -0.184
H 4.463 6.544 0.648
H 5.972 6.489 1.460
H 4.554 5.685 2.068
H 6.245 4.996 -0.349
H 5.636 3.459 2.145
H 7.191 4.002 1.857
H 6.618 2.709 0.809
H 4.394 3.106 0.380
C -1.196 6.851 1.371
O -1.612 6.510 0.073
H -2.142 7.226 1.760
H -0.591 6.164 1.962
H -0.648 7.794 1.387
H -1.845 5.579 0.037
C 2.542 -7.306 2.895
O 2.933 -8.605 3.279
H 3.408 -6.658 2.761
H 1.935 -7.326 1.990
H 1.869 -7.018 3.703
H 2.458 -9.170 2.665
*
```

Table of Löwdin atomic charges, one value per atom, all in e: -0.11 -0.69 -0.13 -0.39 0.04 0.04 0.04 0.08 0.04 0.04 0.05 -0.05 -0.54 -0.06 -0.04 0.08 0.08 0.09 0.12 0.08 0.08 0.08 0.08 -0.05 -0.48 -0.06 -0.07 0.08 0.07 0.07 0.13 0.08 0.06 0.08 0.08 -0.04 -0.52 -0.07 -0.04 0.07 0.07 0.08 0.12 0.08 0.09 0.09 0.09 -0.06 -0.53 -0.08 -0.02 0.07 0.07 0.07 0.13 0.09 0.08 0.09 0.09 -0.19 -0.12 0.07 0.08 0.06 0.09 -0.17 -0.13 0.08 0.08 0.08 0.07



# C4H9O2

A gas-phase ion, C4H9O2 (charge -1) at a distorted geometry (ωB97M-V/def2-TZVPD, the Open Molecules 2025 dataset).

Calculated values
Calculated total energy = -308.23945 Ha
HOMO level = -0.08944 Ha
Lowest unoccupied orbital energy = 0.154 Ha
Relative energy (zero: lowest compared OMol25 entry of this formula, charge and spin) = 276.83 kJ/mol

Structure (ORCA input):
```
! RIJCOSX wB97M-V def2-TZVPD def2/J DEFGRID3
* xyz -1 1
C -0.118 0.057 -1.239
O 0.967 -0.332 -2.168
C -0.425 -1.094 -0.321
C -0.669 -0.675 1.168
C -0.521 0.837 1.516
O 0.705 1.313 1.295
H -0.886 0.488 -1.862
H 0.414 0.821 -0.694
H 1.739 0.144 -1.871
H -1.291 -1.626 -0.708
H 0.362 -1.835 -0.421
H 0.160 -1.144 1.707
H -1.533 -1.232 1.544
H -1.471 1.311 1.140
H -0.804 0.866 2.613
*
```

Table of natural (NBO) atomic charges, one value per atom, all in e: -0.10 -0.78 -0.43 -0.43 -0.02 -0.95 0.15 0.24 0.46 0.17 0.20 0.18 0.16 0.06 0.07



# C5H9NO

A molecular structure, C5H9NO at a distorted geometry (ωB97M-V/def2-TZVPD, the Open Molecules 2025 dataset).

Calculated values
Calculated total energy = -325.84743 Ha
HOMO level = -0.32601 Ha
Lowest unoccupied orbital energy = 0.038 Ha
Relative energy (zero: lowest compared OMol25 entry of this formula, charge and spin) = 236.61 kJ/mol

Structure (ORCA input):
```
! RIJCOSX wB97M-V def2-TZVPD def2/J DEFGRID3
* xyz 0 1
C -0.103 -1.279 -0.679
C 0.684 1.010 -0.849
C -0.155 1.140 0.517
C 0.302 -0.001 1.467
C -0.725 -0.787 0.646
H -0.782 -2.012 -1.224
H 0.833 -1.720 -0.452
H -0.739 0.169 -1.952
H 1.740 0.909 -0.526
H 0.606 1.912 -1.515
H -0.302 2.169 0.905
H 1.316 -0.401 1.344
H 0.039 0.138 2.543
H -1.439 -1.525 1.075
N 0.199 -0.150 -1.607
O -1.473 0.427 0.307
*
```

Table of natural (NBO) atomic charges, one value per atom, all in e: -0.25 -0.25 0.07 -0.45 0.07 0.21 0.19 0.36 0.19 0.21 0.20 0.20 0.22 0.19 -0.60 -0.55



# C6H14O3

3 unconnected molecules or ions with the total composition C6H14O3 at a distorted geometry (ωB97M-V/def2-TZVPD, the Open Molecules 2025 dataset).

Calculated values
Calculated total energy = -462.54808 Ha
HOMO level (alpha / beta) = -0.23685 / -0.23683 Ha
Lowest unoccupied orbital energy (alpha / beta) = 0.025 / 0.025 Ha
Relative energy (zero: lowest compared OMol25 entry of this formula, charge and spin) = 532.90 kJ/mol

Structure (ORCA input):
```
! RIJCOSX wB97M-V def2-TZVPD def2/J DEFGRID3
* xyz 0 1
C 0.011 0.093 0.432
C -0.775 -0.131 -2.060
C 1.790 -0.489 1.614
C 0.725 -0.558 -0.563
C 0.032 1.592 0.514
C -1.182 -0.571 1.058
O -1.983 0.578 -1.932
O -1.006 -1.443 -2.497
O 2.818 0.441 1.438
H -1.516 -1.437 -3.324
H -2.569 0.064 -1.362
H 2.518 1.298 1.758
H -0.178 0.450 -2.771
H 1.312 -0.448 2.597
H 2.177 -1.484 1.414
H 1.599 -0.077 -0.983
H 0.666 -1.637 -0.621
H 0.952 2.002 0.099
H -0.813 2.001 -0.044
H -1.120 -0.498 2.146
H -0.084 1.921 1.550
H -2.101 -0.054 0.774
H -1.272 -1.614 0.762
*
```

Table of natural (NBO) atomic charges, one value per atom, all in e: 0.10 0.29 -0.09 -0.35 -0.68 -0.66 -0.73 -0.76 -0.71 0.46 0.47 0.47 0.12 0.14 0.17 0.22 0.22 0.22 0.24 0.22 0.21 0.21 0.23